106
Properties=species:S:1:pos:R:3:forces:R:3:mulliken_charge:R:1 method="wB97M-V/def2-TZVPD" charge=-1 gap_ev=5.12 relative_energy_kcal_mol=267.78
Hg 5.097 -0.273 1.887 0.0 0.0 0.0 0.01
P 1.499 -0.747 0.602 -4.5 -0.5 1.2 0.75
O 2.366 0.358 0.027 -0.1 1.2 -0.9 -0.33
O -0.015 -0.980 0.230 4.4 0.7 0.5 -0.68
O 1.720 -0.389 2.124 -0.3 0.0 -0.5 -0.34
O 2.533 -1.857 0.505 0.2 -1.4 -0.4 -0.41
C 4.066 -2.070 -4.935 0.3 -0.3 2.1 -0.31
C 5.256 -1.108 -5.079 0.8 -2.1 0.9 -0.36
O 4.831 -0.269 -6.087 -1.9 0.9 -2.4 -0.26
S 4.105 -1.235 -7.241 0.6 -0.5 -3.0 1.06
O 5.132 -1.864 -8.085 -1.6 1.2 2.2 -0.57
O 3.018 -0.599 -7.973 1.8 -0.5 2.2 -0.52
O 3.536 -2.331 -6.195 0.1 1.0 -2.0 -0.26
H 3.318 -1.550 -4.337 -0.2 0.0 0.0 0.27
H 4.230 -3.043 -4.471 0.5 0.2 0.1 0.30
H 6.200 -1.524 -5.431 0.0 -0.7 0.2 0.29
H 5.481 -0.658 -4.112 -0.4 0.7 -0.3 0.36
C 0.643 3.358 -5.216 -1.3 -0.8 0.4 -0.15
C -0.689 3.312 -4.383 0.9 -1.1 0.9 -0.24
O -1.728 3.801 -5.189 -0.7 1.0 -1.6 -0.32
S -1.337 3.844 -6.802 -0.2 -0.7 -0.4 1.06
O -1.813 5.069 -7.476 1.4 -3.0 2.2 -0.52
O -1.622 2.539 -7.403 0.3 2.6 1.2 -0.50
O 0.253 3.892 -6.473 -0.3 1.0 -1.1 -0.34
H 0.994 2.336 -5.364 0.2 0.1 -0.1 0.22
H 1.428 3.961 -4.759 -0.2 0.2 -0.3 0.25
H -0.612 3.785 -3.404 -0.1 1.2 -0.5 0.26
H -0.954 2.320 -4.020 0.2 -0.5 -0.8 0.28
C 0.122 -6.836 1.399 -0.5 2.3 -1.5 -0.21
C 1.054 -7.060 2.509 -0.5 -0.5 1.5 -0.23
O 1.065 -8.455 2.543 0.4 -3.9 1.1 -0.36
S -0.409 -9.210 2.213 0.7 -0.3 -1.5 1.06
O -1.298 -9.199 3.380 1.9 0.5 -2.4 -0.50
O -0.273 -10.498 1.453 0.1 4.2 2.4 -0.50
O -0.644 -7.981 1.100 -1.2 -1.8 1.2 -0.30
H 0.725 -6.607 0.521 -0.5 0.0 -0.3 0.26
H -0.508 -5.991 1.677 -0.3 0.0 -0.6 0.26
H 0.685 -6.709 3.473 0.0 0.2 0.0 0.23
H 2.035 -6.618 2.336 0.1 -0.5 -0.1 0.28
C -3.211 -4.163 6.049 0.5 -1.4 0.3 -0.23
C -3.016 -2.837 5.320 -0.3 0.5 -0.1 -0.20
O -4.108 -2.016 5.727 -2.1 -0.2 0.5 -0.31
S -5.338 -2.888 6.358 -1.7 0.0 1.6 1.08
O -6.284 -3.395 5.360 2.2 1.3 1.5 -0.52
O -5.857 -2.234 7.572 1.3 -1.1 -3.1 -0.53
O -4.397 -4.105 6.862 0.1 1.0 -0.5 -0.32
H -2.345 -4.384 6.674 -0.3 0.2 0.4 0.25
H -3.322 -5.054 5.431 0.0 0.4 -0.5 0.27
H -3.034 -2.927 4.234 0.1 -0.1 0.1 0.26
H -2.171 -2.237 5.659 0.3 -0.5 -0.2 0.26
C -6.202 1.656 -0.833 1.5 -1.4 0.8 -0.29
C -6.051 0.235 -0.129 1.7 1.9 0.0 -0.28
O -7.302 -0.327 -0.173 -2.6 0.0 -1.1 -0.32
S -8.298 0.361 -1.367 -1.8 -1.2 0.2 1.05
O -9.505 0.965 -0.711 3.8 -1.8 -2.0 -0.52
O -8.458 -0.618 -2.479 0.5 3.0 3.1 -0.51
O -7.221 1.509 -1.776 -1.8 -0.9 -0.6 -0.29
H -5.298 1.882 -1.398 -0.1 0.2 0.2 0.28
H -6.442 2.429 -0.103 -0.1 0.0 -0.1 0.28
H -5.669 0.398 0.879 -0.8 0.2 0.5 0.29
H -5.259 -0.423 -0.487 -0.3 0.0 -1.1 0.30
C -1.374 4.319 2.474 -0.7 0.1 -1.3 -0.25
C 0.054 4.822 2.400 0.0 -1.9 0.3 -0.26
O 0.060 5.893 3.287 -1.2 2.3 0.6 -0.32
S -1.336 6.815 3.009 1.6 -0.4 -2.1 1.05
O -0.970 7.745 1.925 -1.3 -2.1 2.3 -0.53
O -1.928 7.289 4.218 0.6 -0.4 -0.7 -0.50
O -2.193 5.512 2.464 0.7 1.8 0.5 -0.30
H -1.691 3.736 3.339 0.5 0.0 0.0 0.26
H -1.635 3.824 1.538 0.0 -0.4 0.2 0.26
H 0.391 5.006 1.379 -0.3 0.7 0.0 0.27
H 0.741 4.061 2.769 0.0 0.1 0.3 0.32
C 2.689 2.635 8.362 -0.4 -0.8 0.9 -0.20
C 1.570 1.647 7.928 0.5 -0.4 0.8 -0.29
O 0.671 1.611 9.028 -1.4 0.5 2.0 -0.33
S 1.474 1.714 10.482 0.5 0.2 -1.1 1.10
O 2.153 0.435 10.728 -1.4 2.6 -0.4 -0.52
O 0.677 2.364 11.527 1.8 -1.5 -2.7 -0.51
O 2.511 2.810 9.792 -0.3 -0.8 1.4 -0.34
H 2.584 3.652 7.984 0.1 -0.3 -0.4 0.28
H 3.663 2.176 8.194 0.0 0.4 -0.1 0.23
H 1.841 0.592 7.893 0.9 0.2 -0.8 0.29
H 1.099 1.959 6.996 -0.4 0.0 0.4 0.28
C -2.109 -3.335 -4.956 -0.7 -0.4 0.3 -0.14
C -1.743 -4.758 -4.446 -1.4 1.3 1.7 -0.42
O -2.309 -5.654 -5.353 -0.3 -1.4 -1.4 -0.31
S -3.750 -5.190 -5.890 -0.7 0.6 0.6 1.08
O -4.766 -5.423 -4.847 2.3 0.8 -2.3 -0.52
O -3.984 -5.730 -7.231 0.9 1.6 2.8 -0.51
O -3.253 -3.516 -5.871 0.1 -2.1 -0.1 -0.34
H -1.262 -2.776 -5.352 -0.4 -0.2 -0.9 0.29
H -2.516 -2.760 -4.124 0.2 0.0 0.0 0.22
H -2.310 -4.837 -3.519 -0.1 -0.3 0.2 0.28
H -0.730 -5.009 -4.131 0.1 0.1 -1.0 0.36
O 6.751 3.397 -0.881 -1.0 2.2 -1.3 -0.65
C 6.587 4.224 -1.787 -0.3 -2.3 5.2 0.53
O 7.215 4.008 -2.889 0.6 0.6 -3.0 -0.31
C 6.893 5.065 -3.789 0.7 0.4 -2.0 -0.44
C 6.417 6.225 -2.975 -0.3 0.7 -0.2 -0.44
C 5.776 5.530 -1.809 0.0 -0.4 0.2 -0.33
H 6.134 4.807 -4.528 -0.5 -0.7 0.4 0.25
H 7.712 5.278 -4.476 0.6 0.0 0.6 0.33
H 5.719 6.794 -3.589 0.1 0.3 0.2 0.28
H 7.200 6.873 -2.580 0.2 0.0 -0.4 0.27
H 4.728 5.295 -1.997 0.0 -0.1 0.1 0.22
H 5.845 6.133 -0.903 0.0 -0.5 0.2 0.29